Version a
{"formula": "C21H33N3O4S", "method": "ωB97M-V/def2-TZVPD", "multiplicity": 1, "e_lumo_ha": 0.0178, "charge": 0, "molar_mass_g_mol": 423.6, "symbols": ["C", "H", "O", "C", "C", "C", "C", "C", "C", "S", "O", "O", "N", "C", "C", "H", "H", "C", "C", "O", "N", "C", "H", "C", "N", "C", "H", "H", "H", "C", "C", "H", "H", "H", "H", "H", "H", "H", "H", "C", "C", "H", "H", "H", "H", "H", "H", "H", "C", "C", "H", "H", "H", "C", "H", "H", "H", "H", "H", "H", "H", "H"], "xyz": [[-4.956, -2.004, 1.757], [-5.488, -1.265, 2.153], [-3.482, -1.533, 1.696], [-3.317, -0.400, 1.215], [-3.352, 0.541, 1.960], [-3.085, 1.894, 1.720], [-2.771, 2.080, 0.509], [-2.716, 1.143, -0.648], [-3.091, -0.116, -0.183], [-2.833, -1.511, -1.303], [-3.888, -2.306, -1.047], [-2.961, -0.760, -2.697], [-1.332, -2.268, -1.149], [-1.129, -2.630, 0.286], [0.124, -3.559, 0.098], [0.244, -3.966, 1.353], [0.043, -4.543, -0.410], [1.311, -2.777, -0.155], [1.875, -1.582, 0.742], [0.985, -1.239, 1.790], [2.998, -1.235, 0.648], [3.955, -1.430, -0.074], [3.750, -2.170, -0.883], [4.401, -0.197, -0.805], [4.920, 0.923, -0.277], [5.503, 1.960, -0.708], [5.805, 2.447, 0.049], [6.278, 1.820, -1.389], [4.568, 2.411, -1.184], [3.899, 1.019, 0.982], [3.491, -0.098, 1.620], [2.630, -0.038, 2.237], [4.381, -0.539, 2.241], [4.211, 1.679, 1.594], [2.938, 1.400, 0.407], [5.320, -0.269, -1.635], [3.625, 0.122, -1.737], [4.955, -1.870, 0.576], [2.160, -3.377, -0.374], [0.887, -1.901, -1.467], [-0.192, -1.282, -1.246], [-0.691, -0.666, -2.113], [-0.221, -0.465, -0.615], [1.765, -1.521, -1.866], [0.727, -2.728, -2.398], [-1.860, -3.418, 0.420], [-1.000, -2.079, 1.091], [-2.317, 1.083, -1.532], [-2.254, 3.671, -0.241], [-0.969, 3.628, -0.599], [-0.722, 2.966, -1.567], [-0.144, 3.236, 0.074], [-0.339, 4.627, -1.027], [-3.170, 3.991, -1.125], [-3.085, 3.356, -1.977], [-4.215, 4.189, -0.640], [-2.987, 5.020, -1.602], [-2.416, 4.275, 0.766], [-2.997, 2.901, 2.390], [-3.488, 0.538, 3.440], [-5.005, -3.018, 2.126], [-5.275, -2.163, 0.728]]}

***

Version b
{"formula": "C21H33N3O4S", "method": "ωB97M-V/def2-TZVPD", "multiplicity": 1, "smiles": "CC(C)CCNC(=O)c1cc(S(=O)(=O)N2CCCCC2)ccc1N1CCOCC1", "e_lumo_ha": 0.0159, "charge": 0, "molar_mass_g_mol": 423.6, "symbols": ["C", "H", "H", "H", "C", "C", "H", "H", "H", "C", "C", "N", "C", "O", "C", "C", "C", "C", "C", "C", "N", "C", "H", "C", "O", "C", "C", "H", "H", "H", "H", "H", "H", "H", "H", "H", "S", "O", "O", "N", "C", "C", "C", "C", "C", "H", "H", "H", "H", "H", "H", "H", "H", "H", "H", "H", "H", "H", "H", "H", "H", "H"], "xyz": [[-4.326, -1.770, -0.380], [-4.896, -1.329, 0.435], [-4.010, -0.968, -1.041], [-4.982, -2.441, -0.931], [-3.127, -2.536, 0.172], [-3.584, -3.545, 1.224], [-2.736, -4.085, 1.639], [-4.098, -3.040, 2.038], [-4.268, -4.266, 0.783], [-2.360, -3.264, -0.939], [-1.759, -2.333, -1.992], [-0.844, -1.376, -1.411], [-0.977, -0.039, -1.566], [-1.924, 0.467, -2.140], [0.171, 0.754, -1.025], [1.449, 0.329, -1.360], [2.557, 1.094, -1.062], [2.407, 2.329, -0.457], [1.149, 2.769, -0.109], [0.000, 1.992, -0.357], [-1.231, 2.434, 0.033], [-2.254, 1.586, 0.605], [-2.025, 0.537, 0.438], [-3.612, 1.940, -0.002], [-3.909, 3.302, 0.219], [-2.920, 4.118, -0.356], [-1.530, 3.834, 0.235], [-0.802, 4.455, -0.283], [-1.533, 4.083, 1.307], [-3.215, 5.150, -0.155], [-2.881, 3.950, -1.443], [-4.411, 1.371, 0.475], [-3.587, 1.724, -1.078], [-2.295, 1.771, 1.691], [1.050, 3.720, 0.388], [3.283, 2.929, -0.268], [4.183, 0.459, -1.449], [5.078, 1.566, -1.611], [4.042, -0.498, -2.508], [4.709, -0.388, -0.120], [5.149, 0.351, 1.037], [4.047, 0.503, 2.089], [3.484, -0.871, 2.447], [2.966, -1.557, 1.184], [4.097, -1.663, 0.157], [3.744, -2.050, -0.798], [4.873, -2.336, 0.541], [2.144, -0.969, 0.768], [2.594, -2.556, 1.417], [2.679, -0.769, 3.177], [4.271, -1.482, 2.894], [3.246, 1.132, 1.696], [4.460, 0.987, 2.975], [5.494, 1.319, 0.673], [6.002, -0.181, 1.475], [1.605, -0.583, -1.917], [-0.037, -1.743, -0.933], [-1.230, -2.931, -2.743], [-2.534, -1.754, -2.495], [-3.033, -3.959, -1.444], [-1.555, -3.849, -0.487], [-2.447, -1.822, 0.652]]}

***

Energy relative to the most stable one, in hartree: version a 0.9101; version b 0.0000

***

Version a
{"formula": "C2H4O3", "method": "ωB97M-V/def2-TZVPD", "multiplicity": 1, "e_lumo_ha": [-0.0352, -0.0352], "charge": 0, "molar_mass_g_mol": 76.1, "symbols": ["C", "C", "O", "O", "O", "H", "H", "H", "H"], "xyz": [[0.272, 0.464, 0.880], [0.219, -0.630, -0.166], [-1.176, -0.950, -0.365], [-0.061, 1.641, 0.525], [0.808, -0.003, -1.175], [-0.182, 1.552, -0.469], [-1.289, -0.928, -1.326], [0.684, 0.391, 1.886], [0.725, -1.537, 0.210]]}

***

Version b
{"formula": "C2H4O3", "method": "ωB97M-V/def2-TZVPD", "multiplicity": 1, "smiles": "C=C=O.OO", "e_lumo_ha": 0.0275, "charge": 0, "molar_mass_g_mol": 76.1, "symbols": ["C", "C", "O", "O", "O", "H", "H", "H", "H"], "xyz": [[-2.044, -0.069, 0.129], [-2.006, -0.414, -1.106], [-1.906, 0.127, 1.267], [0.886, 2.212, -0.344], [1.059, 0.931, 0.288], [-1.074, -0.678, -1.583], [-2.902, -0.486, -1.656], [1.913, 0.556, 0.078], [0.334, 2.594, 0.386]]}

***

Version c
{"formula": "C2H4O3", "method": "ωB97M-V/def2-TZVPD", "multiplicity": 1, "e_lumo_ha": 0.0223, "charge": 0, "molar_mass_g_mol": 76.1, "symbols": ["C", "C", "O", "O", "O", "H", "H", "H", "H"], "xyz": [[-0.430, -0.292, 0.107], [-0.063, -0.357, -1.294], [-1.056, -0.667, 0.975], [0.482, 1.167, 1.958], [0.899, 0.857, 0.705], [0.133, -1.372, -1.469], [-0.849, -0.043, -1.889], [0.607, 0.328, -1.599], [0.278, 0.379, 2.505]]}

***

Version d
{"formula": "C2H4O3", "method": "ωB97M-V/def2-TZVPD", "multiplicity": 1, "smiles": "O=C(O)CO", "e_lumo_ha": 0.0141, "charge": 0, "molar_mass_g_mol": 76.1, "symbols": ["C", "C", "H", "H", "H", "H", "O", "O", "O"], "xyz": [[-0.542, -0.249, -0.128], [0.697, 0.330, 0.291], [-0.752, -1.226, 1.640], [-0.473, -0.618, -1.274], [-1.163, 0.674, -0.251], [0.970, 0.777, -1.689], [-1.159, -1.061, 0.727], [1.317, 1.050, -0.714], [1.104, 0.322, 1.397]]}

***

Energy relative to the most stable one, in hartree: version a 0.0712; version b 0.1226; version c 0.1316; version d 0.0000

***

Version a
{"formula": "C3H10NS", "method": "ωB97M-V/def2-TZVPD", "multiplicity": 1, "e_lumo_ha": 0.1514, "charge": -1, "molar_mass_g_mol": 92.2, "symbols": ["C", "S", "H", "H", "H", "C", "N", "C", "H", "H", "H", "H", "H", "H", "H"], "xyz": [[-0.993, -1.762, -0.501], [-1.980, -0.756, 0.546], [0.123, -1.641, -0.441], [-1.045, -1.698, -1.557], [-1.226, -2.836, -0.216], [1.021, 1.649, -1.171], [2.141, 1.219, -0.276], [1.606, 0.531, 1.064], [1.018, 1.359, -2.144], [0.784, 2.684, -1.002], [0.158, 1.201, -0.886], [2.792, 0.589, -0.766], [1.371, 1.550, 1.603], [0.669, -0.017, 0.720], [2.254, -0.133, 1.526]]}

***

Version b
{"formula": "C3H10NS", "method": "ωB97M-V/def2-TZVPD", "multiplicity": 1, "e_lumo_ha": 0.1563, "charge": -1, "molar_mass_g_mol": 92.2, "symbols": ["C", "S", "H", "H", "H", "C", "N", "C", "H", "H", "H", "H", "H", "H", "H"], "xyz": [[-2.208, 0.777, 0.879], [-2.114, 0.300, -0.844], [-1.371, 1.438, 1.179], [-3.061, 1.418, 1.131], [-2.130, -0.016, 1.640], [1.363, 0.560, 0.315], [0.899, -0.810, 0.135], [1.031, -1.289, -1.227], [1.718, 0.671, 1.351], [2.276, 0.740, -0.259], [0.584, 1.299, 0.127], [-0.094, -0.824, 0.372], [0.221, -0.890, -1.859], [0.886, -2.371, -1.303], [2.000, -1.002, -1.635]]}

***

Energy relative to the most stable one, in hartree: version a 0.0519; version b 0.0000

***

Version a
{"formula": "C6H11ClN", "method": "ωB97M-V/def2-TZVPD", "multiplicity": 1, "e_lumo_ha": -0.1631, "charge": 1, "molar_mass_g_mol": 132.6, "symbols": ["C", "C", "C", "C", "C", "C", "N", "Cl", "H", "H", "H", "H", "H", "H", "H", "H", "H", "H", "H"], "xyz": [[-2.480, 1.615, 0.168], [-0.595, -0.836, -1.544], [-1.366, 1.708, -0.573], [0.582, -0.115, 1.425], [2.083, -0.757, -0.500], [0.955, 0.200, -0.004], [-0.216, 0.056, -0.751], [1.600, 1.894, -0.157], [-3.137, 2.496, -0.082], [-2.933, 0.779, 0.631], [0.008, -1.810, -1.557], [-1.651, -0.956, -1.914], [-0.964, 2.467, -1.246], [-0.286, 0.255, 1.806], [0.480, -1.223, 1.625], [1.392, 0.246, 2.055], [2.459, -0.661, -1.533], [3.014, -0.518, 0.049], [1.917, -1.856, -0.283]]}

***

Version b
{"formula": "C6H11ClN", "method": "ωB97M-V/def2-TZVPD", "multiplicity": 1, "smiles": "CC[C@](C)([NH3+])C#CCl", "e_lumo_ha": -0.1237, "charge": 1, "molar_mass_g_mol": 132.6, "symbols": ["C", "C", "C", "C", "C", "C", "N", "Cl", "H", "H", "H", "H", "H", "H", "H", "H", "H", "H", "H"], "xyz": [[-1.437, 0.698, 1.532], [-2.519, 0.989, 1.909], [-0.717, 1.025, -1.469], [0.924, -0.488, 1.724], [0.332, 0.909, -0.419], [-0.056, 0.028, 0.599], [-0.684, -1.257, 0.042], [-3.948, 1.465, 2.518], [-1.592, 1.332, -1.056], [-0.929, 0.017, -1.959], [-0.518, 1.770, -2.302], [1.913, -0.849, 1.260], [0.412, -1.334, 2.207], [1.106, 0.243, 2.470], [1.239, 0.860, -0.954], [0.470, 1.792, 0.137], [-0.068, -1.803, -0.553], [-1.358, -0.844, -0.627], [-1.257, -1.662, 0.780]]}

***

Energy relative to the most stable one, in hartree: version a 0.0000; version b 0.0056